*i*
73
Properties=species:S:1:pos:R:3:lowdin_charge:R:1 method="wB97M-V/def2-TZVPD" total_charge=+1 e_homo_ev="-11.4 / -11.4" multiplicity=2
Ag -0.60 -0.12 -0.12 1.1433
O -1.91 -1.64 0.73 -0.6045
S -3.27 -1.78 1.42 1.0703
C -4.29 -2.61 0.17 -0.2933
C -4.11 -1.98 -1.21 -0.2248
C -3.48 -2.95 -2.21 -0.2091
C -2.98 -2.25 -3.48 -0.2934
S -1.33 -1.51 -3.34 1.0537
O -1.36 -0.65 -2.08 -0.6040
C -0.39 -2.98 -2.99 -0.4208
C 0.02 -3.74 -4.07 -0.0758
C 0.74 -4.90 -3.85 -0.0524
C 1.06 -5.28 -2.55 -0.0510
C 0.65 -4.51 -1.47 -0.0459
C -0.08 -3.35 -1.68 -0.1096
C -4.14 -0.22 1.45 -0.4013
C -5.25 -0.19 2.29 -0.0810
C -6.00 0.97 2.37 -0.0538
C -5.63 2.09 1.63 -0.0505
C -4.52 2.04 0.80 -0.0421
C -3.77 0.88 0.71 -0.0934
H -5.31 -2.58 0.55 0.1003
H -3.95 -3.65 0.19 0.0971
H -3.45 -1.12 -1.13 0.0608
H -5.06 -1.61 -1.59 0.1305
H -4.20 -3.72 -2.50 0.1288
H -2.65 -3.47 -1.74 0.0983
H -3.63 -1.42 -3.77 0.1046
H -2.87 -2.92 -4.33 0.1005
H -0.21 -3.43 -5.09 0.1197
H 1.06 -5.51 -4.69 0.1170
H 1.63 -6.19 -2.38 0.1160
H 0.89 -4.81 -0.46 0.1190
H -0.43 -2.76 -0.85 0.0771
H -5.51 -1.06 2.89 0.1183
H -6.86 1.01 3.02 0.1156
H -6.21 3.00 1.71 0.1151
H -4.22 2.92 0.24 0.1193
H -2.91 0.87 0.06 0.0729
C 4.22 2.03 3.38 -0.0681
C 4.67 1.73 1.96 -0.1857
N 4.63 2.89 1.07 -0.0379
C 5.35 4.11 1.47 -0.1875
C 4.46 5.19 2.05 -0.0617
C 3.97 2.95 -0.11 -0.4362
O 3.91 3.94 -0.82 0.0906
C 3.31 1.68 -0.61 -0.0973
C 4.03 0.74 -1.33 0.0367
C 3.37 -0.36 -1.86 -0.0112
C 2.01 -0.49 -1.65 -0.0962
N 1.34 0.43 -0.96 0.0039
C 1.95 1.51 -0.46 -0.0421
H 4.20 1.10 3.96 0.0842
H 3.22 2.45 3.39 0.0617
H 4.90 2.71 3.89 0.0744
H 4.02 0.95 1.55 0.1073
H 5.69 1.33 1.97 0.1236
H 5.86 4.49 0.59 0.1205
H 6.11 3.80 2.19 0.1181
H 3.72 5.50 1.31 0.0752
H 5.06 6.06 2.32 0.0811
H 3.93 4.84 2.94 0.0675
H 5.09 0.86 -1.48 0.1412
H 3.89 -1.11 -2.44 0.1200
H 1.46 -1.34 -2.03 0.0881
H 1.35 2.23 0.07 0.1126
F -1.42 0.57 2.43 -0.1764
P -0.17 1.60 2.49 0.1847
F -1.10 2.74 3.04 -0.0848
F 0.74 0.36 1.77 -0.2299
F 0.24 1.07 3.92 -0.0871
F -0.56 2.03 0.90 -0.2420
F 1.10 2.55 2.39 -0.1187

*ii*
73
Properties=species:S:1:pos:R:3:lowdin_charge:R:1 method="wB97M-V/def2-TZVPD" total_charge=+1 e_homo_ev="-11.8 / -11.8" multiplicity=2
Ag -0.14 1.24 1.28 1.1487
O -0.86 -0.69 0.13 -0.6006
S -1.51 -1.81 -0.65 1.0141
C -3.24 -1.35 -0.91 -0.3052
C -3.50 0.05 -1.43 -0.2095
C -3.37 1.13 -0.36 -0.2276
C -3.23 2.52 -0.98 -0.3194
S -2.21 3.67 -0.03 1.0792
O -0.86 2.96 0.13 -0.6015
C -2.99 3.61 1.56 -0.3911
C -4.38 3.72 1.66 -0.0833
C -4.97 3.73 2.91 -0.0524
C -4.18 3.64 4.05 -0.0428
C -2.80 3.56 3.94 -0.0453
C -2.19 3.57 2.69 -0.0914
C -0.89 -1.62 -2.32 -0.4024
C -1.04 -2.68 -3.20 -0.0769
C -0.51 -2.58 -4.48 -0.0567
C 0.18 -1.43 -4.85 -0.0584
C 0.33 -0.38 -3.95 -0.0592
C -0.20 -0.47 -2.68 -0.0942
H -3.72 -1.53 0.06 0.1048
H -3.61 -2.12 -1.59 0.1003
H -4.51 0.07 -1.86 0.1289
H -2.82 0.25 -2.26 0.1049
H -2.50 0.91 0.25 0.0609
H -4.24 1.12 0.31 0.1274
H -4.18 3.02 -1.16 0.0993
H -2.70 2.49 -1.94 0.0971
H -5.00 3.80 0.77 0.1102
H -6.04 3.81 2.99 0.1155
H -4.64 3.63 5.03 0.1171
H -2.18 3.49 4.83 0.1160
H -1.11 3.56 2.62 0.0945
H -1.55 -3.59 -2.89 0.1187
H -0.61 -3.40 -5.17 0.1150
H 0.60 -1.35 -5.85 0.1134
H 0.87 0.51 -4.25 0.1112
H -0.08 0.33 -1.96 0.0956
C 1.70 -3.45 -0.11 -0.0589
C 2.55 -2.70 -1.12 -0.1996
N 3.88 -2.37 -0.63 -0.0468
C 4.82 -3.48 -0.42 -0.1882
C 5.10 -3.74 1.05 -0.0614
C 4.39 -1.13 -0.48 -0.4185
O 5.57 -0.90 -0.27 0.0911
C 3.47 0.07 -0.57 -0.0768
C 3.92 1.19 -1.25 0.0445
C 3.17 2.36 -1.23 -0.0035
C 1.99 2.38 -0.51 -0.0895
N 1.59 1.30 0.16 -0.0212
C 2.29 0.16 0.14 -0.0465
H 0.75 -3.73 -0.56 0.0580
H 1.50 -2.86 0.78 0.0752
H 2.19 -4.37 0.20 0.0776
H 2.05 -1.79 -1.45 0.0937
H 2.67 -3.31 -2.02 0.1294
H 5.74 -3.25 -0.94 0.1238
H 4.38 -4.36 -0.90 0.1195
H 5.55 -2.87 1.51 0.0764
H 5.79 -4.58 1.16 0.0821
H 4.18 -3.99 1.60 0.0701
H 4.87 1.14 -1.76 0.1389
H 3.49 3.24 -1.76 0.1224
H 1.35 3.25 -0.45 0.1076
H 1.89 -0.66 0.73 0.1088
F 0.69 -0.33 2.85 -0.2244
P -0.03 0.42 4.18 0.1889
F -0.78 1.23 5.30 -0.0980
F 0.58 1.83 3.56 -0.2155
F -1.35 0.68 3.12 -0.2457
F 1.28 0.20 5.02 -0.0812
F -0.67 -0.96 4.60 -0.0873

Short version: *i* is the least stable of them.

*i*
10
Properties=species:S:1:pos:R:3:lowdin_charge:R:1 method="wB97M-V/def2-TZVPD" total_charge=0 e_homo_ev=-9.8 multiplicity=1 smiles="C=C(F)Br.O=NO"
C -1.92 0.86 -0.98 -0.0420
C -1.02 -0.07 -0.81 -0.8302
N 1.81 -0.12 0.96 -0.1220
O 1.83 0.98 1.42 0.0314
O 2.35 -1.03 1.85 -0.0658
F -0.85 -0.63 0.42 -0.0340
Br -0.06 -0.77 -2.28 0.7379
H 2.44 -2.06 1.58 0.1799
H -2.10 1.32 -1.93 0.0465
H -2.49 1.51 -0.24 0.0983

*ii*
10
Properties=species:S:1:pos:R:3:lowdin_charge:R:1 method="wB97M-V/def2-TZVPD" total_charge=0 e_homo_ev=-11.3 multiplicity=1 smiles="C[C@@](F)(Br)[N+](=O)[O-]"
C -0.24 -1.14 -0.21 -0.0669
C 0.48 0.13 0.30 -0.7433
N -0.43 1.31 0.21 -0.4337
O -1.24 1.27 -0.72 0.0456
O -0.35 2.23 1.00 0.1088
F 1.05 0.06 1.56 0.0246
Br 1.79 0.68 -1.06 0.8181
H 0.46 -2.06 -0.11 0.1318
H -1.00 -1.51 0.29 0.0280
H -0.52 -0.97 -1.26 0.0871

Short version: *i* is the least stable of them.

*i*
22
Properties=species:S:1:pos:R:3:lowdin_charge:R:1 method="wB97M-V/def2-TZVPD" total_charge=0 e_homo_ev=-8.2 multiplicity=1
C 0.91 1.05 1.65 -0.1741
C 2.28 0.16 -0.10 -0.1496
C -1.33 0.00 -2.79 -0.1446
C -2.06 -0.66 1.67 -0.1518
C 1.13 -0.13 0.82 -0.5439
N -0.57 0.37 -1.55 -0.2087
Si -0.44 -0.68 -0.18 0.7383
H 0.35 1.92 1.36 0.0748
H 0.45 0.66 2.62 0.0931
H 1.86 1.47 1.95 0.0675
H 1.99 0.82 -0.89 0.0483
H 2.69 -0.77 -0.50 0.0875
H 3.02 0.67 0.49 0.0637
H -0.55 -0.34 -3.42 0.0592
H -2.08 -0.77 -2.73 0.0754
H -1.68 0.78 -3.31 0.0216
H -2.59 0.21 1.84 -0.0688
H -2.83 -1.48 1.39 0.0042
H -1.47 -0.90 2.53 -0.0468
H 1.39 -1.02 1.53 0.1398
H 0.36 0.73 -1.77 0.0465
H -0.85 -2.08 -0.62 -0.0317

*ii*
22
Properties=species:S:1:pos:R:3:lowdin_charge:R:1 method="wB97M-V/def2-TZVPD" total_charge=0 e_homo_ev=-8.3 multiplicity=1 smiles=CC(C)N[SiH](C)C
C 0.02 1.60 1.95 -0.0673
C 1.47 -0.38 1.67 -0.1310
C -1.96 0.78 -1.97 -0.2043
C 0.31 -1.45 -2.16 -0.2637
C 0.02 -0.02 1.91 -0.4954
N -0.91 -0.39 0.83 -0.0884
Si -0.28 0.12 -1.28 0.7528
H -0.61 2.03 1.23 0.0366
H -0.29 2.00 2.89 0.0506
H 1.02 1.94 1.86 0.0453
H 1.71 -1.48 1.71 0.0902
H 2.13 0.01 2.41 0.0658
H 1.83 -0.06 0.77 0.0080
H -2.66 0.57 -1.28 -0.0343
H -1.92 1.75 -2.38 -0.0065
H -2.27 0.14 -2.89 0.0628
H -0.47 -2.08 -2.44 -0.0289
H 0.99 -1.33 -3.12 0.0640
H 0.96 -2.08 -1.34 0.0764
H -0.37 -0.44 2.89 0.1397
H -0.87 -1.35 0.85 -0.0309
H 0.81 0.99 -0.92 -0.0415

Short version: *i* is the least stable of them.

*i*
23
Properties=species:S:1:pos:R:3:lowdin_charge:R:1 method="wB97M-V/def2-TZVPD" total_charge=0 e_homo_ev=-10.0 multiplicity=1 smiles=CCC(C)C.CO
C -0.11 -0.57 0.92 -0.3956
C -0.33 -0.98 -0.69 -0.2079
C -0.47 -1.79 1.75 -0.0989
C 1.26 -0.05 1.27 -0.0910
C -1.69 -0.47 -1.17 -0.1136
H -0.85 0.22 1.09 0.1193
H 0.45 -0.86 -1.45 0.0914
H -0.37 -2.07 -0.69 0.0948
H 0.26 -2.58 1.60 0.0802
H 1.59 0.68 0.51 0.0556
H 1.24 0.46 2.23 0.0805
H -0.48 -1.53 2.81 0.0779
H -1.45 -2.17 1.48 0.0725
H 2.00 -0.86 1.29 0.0856
H -1.93 -0.86 -2.16 0.0736
H -1.71 0.62 -1.21 0.0637
H -2.48 -0.79 -0.49 0.0740
C 0.82 2.63 -1.14 -0.1756
O 1.52 1.42 -1.31 -0.1811
H 0.83 0.65 -1.32 0.0611
H 1.52 3.44 -1.31 0.0790
H 0.00 2.72 -1.87 0.0775
H 0.41 2.72 -0.13 0.0768

*ii*
23
Properties=species:S:1:pos:R:3:lowdin_charge:R:1 method="wB97M-V/def2-TZVPD" total_charge=0 e_homo_ev=-10.3 multiplicity=1 smiles=CC(C)(C)C.CO
C -1.07 0.28 0.43 -0.6825
C -0.43 -0.74 -0.47 -0.0841
C -0.56 -0.03 1.86 -0.0653
C -2.61 0.37 0.33 -0.0707
C -0.57 1.65 0.07 -0.0985
C 3.18 -1.07 -1.51 -0.1260
H 0.60 -0.81 -0.11 0.0173
H -0.96 -1.71 -0.52 0.0968
H -0.38 -0.41 -1.57 0.1169
H -0.98 0.63 2.63 0.0855
H -0.81 -1.04 2.19 0.0843
H 0.52 -0.01 1.90 0.0650
H -3.07 1.07 1.10 0.0899
H -3.20 -0.61 0.39 0.0951
H -2.75 0.84 -0.69 0.0837
H -0.88 2.05 -0.90 0.0818
H -0.98 2.36 0.83 0.0915
H 0.50 1.83 0.13 0.0779
H 2.04 -0.29 -0.16 0.0740
H 3.04 -1.83 -2.30 0.0885
H 3.42 -0.12 -1.99 0.0818
H 4.00 -1.38 -0.87 0.0761
O 1.96 -1.01 -0.79 -0.1789

*iii*
23
Properties=species:S:1:pos:R:3:lowdin_charge:R:1 method="wB97M-V/def2-TZVPD" total_charge=0 e_homo_ev=-10.8 multiplicity=1 smiles=CCCCCC.O
C -1.02 -1.88 1.34 -0.1107
C -0.21 -1.76 0.06 -0.2428
C 0.87 -0.67 0.05 -0.2252
C 0.52 0.71 0.67 -0.2092
C -0.50 1.51 -0.16 -0.2341
C -1.99 1.21 0.08 -0.0986
H -1.92 -2.50 1.26 0.0769
H -1.42 -0.90 1.60 0.0360
H -0.40 -2.29 2.13 0.0790
H -0.77 -1.56 -0.79 0.0829
H 0.33 -2.69 -0.08 0.1021
H 1.24 -0.51 -0.97 0.0892
H 1.85 -0.92 0.47 0.1035
H 0.10 0.39 1.64 0.0980
H 1.44 1.24 0.81 0.0925
H -0.32 1.32 -1.21 0.0931
H -0.34 2.55 0.11 0.0995
H -2.41 1.97 0.71 0.0616
H -2.53 1.33 -0.87 0.0725
H -2.26 0.22 0.41 0.0408
H 2.50 0.88 -2.58 0.0145
H 3.80 1.46 -1.99 0.0309
O 3.46 0.90 -2.69 -0.0525

Short version: *ii* is the least stable of them.

*i*
13
Properties=species:S:1:pos:R:3:lowdin_charge:R:1 method="wB97M-V/def2-TZVPD" total_charge=0 e_homo_ev=-9.9 multiplicity=1 smiles="CC(C)C=O"
C -1.06 -0.36 0.55 -0.1938
C 0.37 0.16 0.50 -0.4207
C 1.42 -0.95 0.08 -0.0963
C 0.50 1.26 -0.54 -0.1234
O -1.71 -0.17 -0.50 0.0095
H -1.37 -0.95 1.42 0.1189
H 0.71 0.41 1.59 0.1535
H 1.31 -1.84 0.78 0.0875
H 1.33 -1.08 -1.04 0.0903
H 2.52 -0.59 0.13 0.0935
H 0.02 1.01 -1.53 0.0859
H 0.11 2.38 -0.29 0.1215
H 1.61 1.40 -0.60 0.0736

*ii*
13
Properties=species:S:1:pos:R:3:lowdin_charge:R:1 method="wB97M-V/def2-TZVPD" total_charge=0 e_homo_ev=-8.2 multiplicity=1
C 1.73 -0.26 -0.10 -0.0502
C 0.43 0.50 -0.18 -0.4665
C -1.08 -0.75 -0.08 -0.1108
C -1.61 0.46 0.39 0.0171
O 0.16 1.35 0.76 -0.1433
H 2.54 0.47 -0.25 0.0903
H 1.86 -0.71 0.89 0.0833
H 1.81 -1.03 -0.87 0.0800
H 0.17 0.75 -1.22 0.1228
H -1.25 -1.05 -1.11 0.0828
H -0.89 -1.54 0.63 0.0841
H -1.83 0.62 1.44 0.1030
H -2.04 1.18 -0.29 0.1074

Short version: *ii* is the least stable of them.

*i*
13
Properties=species:S:1:pos:R:3:lowdin_charge:R:1 method="wB97M-V/def2-TZVPD" total_charge=0 e_homo_ev=-9.7 multiplicity=1 smiles="CC(C)C=O"
C 0.14 -1.42 -0.07 -0.0495
C 0.40 0.13 -0.07 -0.3603
C 0.06 1.03 1.13 -0.0708
C -0.48 0.47 -1.24 -0.2989
O -1.62 0.87 -1.13 0.0544
H -0.34 -1.78 0.84 0.0820
H -0.53 -1.70 -0.90 0.0752
H 1.06 -1.99 -0.24 0.0741
H 1.45 0.30 -0.35 0.1290
H -0.06 2.06 0.76 0.0808
H 0.84 1.06 1.89 0.0745
H -0.89 0.78 1.60 0.0778
H -0.06 0.17 -2.22 0.1315

*ii*
13
Properties=species:S:1:pos:R:3:lowdin_charge:R:1 method="wB97M-V/def2-TZVPD" total_charge=0 e_homo_ev=-9.5 multiplicity=1 smiles="C=C1CC1.O"
C -0.58 1.11 -0.83 -0.1576
C -1.27 0.73 0.42 -0.0922
C -0.42 -0.31 -0.40 -0.2737
C 0.07 -1.52 -0.71 0.0046
O 1.92 0.05 1.29 -0.0569
H -1.28 1.22 -1.75 0.1320
H 0.20 1.84 -0.85 0.0939
H -0.75 1.11 1.37 0.1250
H -2.23 0.39 0.48 0.0561
H 0.05 -2.20 0.13 0.0478
H 2.20 -0.47 0.50 0.0568
H 0.81 -1.60 -1.52 0.0623
H 1.29 -0.35 1.85 0.0019

*iii*
13
Properties=species:S:1:pos:R:3:lowdin_charge:R:1 method="wB97M-V/def2-TZVPD" total_charge=0 e_homo_ev=-8.8 multiplicity=1 smiles=C[C@H]1C[C@H]1O
C -1.61 -0.04 0.07 -0.0825
C -0.18 0.53 -0.29 -0.2194
C 0.80 0.35 0.82 -0.1512
C 1.36 -0.12 -0.45 -0.2835
O 1.37 -1.41 -0.95 -0.0226
H -2.08 0.67 0.79 0.0804
H -1.61 -1.00 0.61 0.0671
H -2.35 -0.14 -0.74 0.0601
H 0.44 -1.49 -1.19 0.0818
H -0.31 1.50 -0.76 0.1033
H 1.26 1.24 1.21 0.1058
H 0.54 -0.41 1.55 0.1131
H 2.36 0.32 -0.68 0.1474

*iv*
13
Properties=species:S:1:pos:R:3:lowdin_charge:R:1 method="wB97M-V/def2-TZVPD" total_charge=0 e_homo_ev=-9.8 multiplicity=1 smiles="CC=O.C=C"
C -0.81 1.42 -0.83 -0.0607
C -1.23 0.40 0.20 -0.3639
C 1.44 -1.05 -0.19 -0.0954
C 1.00 -1.27 1.04 -0.0895
O -1.30 0.65 1.38 0.0211
H -1.69 2.02 -1.10 0.0843
H -0.06 2.09 -0.41 0.0846
H -0.44 0.94 -1.74 0.0705
H -1.52 -0.60 -0.19 0.1148
H 1.11 -1.66 -1.04 0.0546
H 2.12 -0.24 -0.42 0.0544
H 1.29 -0.64 1.87 0.0626
H 0.28 -2.05 1.26 0.0625

Short version: *ii* is the least stable of them.

*i*
13
Properties=species:S:1:pos:R:3:lowdin_charge:R:1 method="wB97M-V/def2-TZVPD" total_charge=0 e_homo_ev=-9.9 multiplicity=1 smiles="C=CCOC"
C -1.57 -0.15 1.11 -0.1199
C 0.64 0.14 0.44 -0.2145
C 0.58 -0.20 -1.08 -0.1451
C 0.89 0.72 -2.03 -0.0077
H -1.86 -0.40 0.08 0.0769
H -2.22 -0.62 1.95 0.1110
H -1.55 0.99 1.34 0.0975
H 1.66 0.02 0.80 0.1130
H 0.32 1.20 0.72 0.1204
H 0.26 -1.19 -1.22 0.0824
H 0.98 0.40 -3.05 0.0331
H 1.10 1.85 -1.95 0.0924
O -0.23 -0.67 1.33 -0.2396

*ii*
13
Properties=species:S:1:pos:R:3:lowdin_charge:R:1 method="wB97M-V/def2-TZVPD" total_charge=0 e_homo_ev=-7.9 multiplicity=1
C -0.57 1.16 0.90 -0.0476
C -0.39 -0.20 0.25 -0.4101
C 0.07 -0.22 -1.21 -0.2555
C 1.29 -1.12 -0.96 0.0741
O 0.69 -0.96 0.88 -0.0850
H -0.76 1.05 1.97 0.0844
H 0.33 1.78 0.76 0.0893
H -1.41 1.69 0.44 0.0895
H -1.27 -0.82 0.40 0.1458
H -0.71 -0.61 -1.88 0.1026
H 0.36 0.78 -1.57 0.0922
H 1.42 -0.36 1.07 0.1071
H 0.94 -2.16 -1.06 0.0132

Short version: *ii* is the least stable of them.

*i*
13
Properties=species:S:1:pos:R:3:lowdin_charge:R:1 method="wB97M-V/def2-TZVPD" total_charge=0 e_homo_ev=-7.2 multiplicity=1
C -1.81 0.09 0.00 -0.0502
C -0.94 0.70 0.84 -0.2016
C 0.92 0.44 0.07 -0.2067
C 1.36 -0.98 -0.01 -0.0974
O 0.83 1.17 -1.04 -0.0185
H -2.18 -0.86 0.23 0.0277
H -2.08 0.75 -0.82 0.0561
H -0.95 1.80 0.75 0.0954
H -0.55 0.13 1.58 0.0219
H 1.45 -1.42 -0.97 0.0583
H 0.61 -1.49 0.68 0.1072
H 2.25 -1.05 0.59 0.0728
H 1.10 0.71 -1.89 0.1351

*ii*
13
Properties=species:S:1:pos:R:3:lowdin_charge:R:1 method="wB97M-V/def2-TZVPD" total_charge=0 e_homo_ev=-8.6 multiplicity=1 smiles="C=CO.C=C"
O 1.59 -1.17 0.58 0.0285
C 1.43 0.16 0.57 -0.3365
C 1.05 0.95 -0.45 -0.0582
C -1.82 0.46 0.12 -0.0930
C -1.53 -0.81 -0.17 -0.1097
H 1.46 -1.45 -0.33 0.1124
H 2.04 1.44 -0.34 0.0763
H 1.67 0.63 1.52 0.1194
H 0.74 0.46 -1.38 0.0488
H -1.65 0.87 1.11 0.0561
H -2.21 1.14 -0.62 0.0564
H -1.09 -1.47 0.57 0.0471
H -1.67 -1.21 -1.17 0.0524

Short version: *i* is the least stable of them.